(1)
Entry from the OMol25 dataset: an isolated molecule of C4H7NS at a distorted geometry (wB97M-V/def2-TZVPD).

Geometry as ORCA input:
```
! wB97M-V def2-TZVPD RIJCOSX def2/J DEFGRID3
* xyz 0 1
C -1.72 -1.30 0.49
N -0.61 -1.05 0.02
C -0.45 0.16 -0.72
C 0.31 0.99 0.30
C 1.61 0.90 0.40
S 2.58 -0.31 -0.25
H -2.51 -0.60 0.34
H -1.82 -2.19 1.16
H -1.31 0.73 -0.95
H 0.35 0.13 -1.47
H -0.23 1.84 0.62
H 2.14 1.53 1.16
H 1.67 -0.82 -1.09
*
```

Calculated values
relative energy (zero: lowest compared OMol25 entry of this formula, charge and spin): 244.28 kJ/mol
LUMO level: 1.02 eV
HOMO energy: -0.3084 Eh
SMILES string: C=NC/C=C\S

Formally, the Mulliken partial charges of the atoms, in units of the elementary charge, are as follows: C -0.365; N -0.241; C -0.969; C -0.116; C -0.199; S -0.163; H 0.254; H 0.243; H 0.453; H 0.329; H 0.361; H 0.292; H 0.120

---

(2)
Entry from the OMol25 dataset: an isolated molecule of C4H7NS at a distorted geometry (wB97M-V/def2-TZVPD).

Geometry as ORCA input:
```
! wB97M-V def2-TZVPD RIJCOSX def2/J DEFGRID3
* xyz 0 1
C 0.37 -1.41 0.12
S 1.84 -0.23 -0.24
C 0.86 1.44 -0.09
C -0.43 0.55 0.28
N -1.74 0.12 -0.30
C -0.56 -0.56 -0.61
H 0.75 -2.49 -0.07
H 0.29 -1.44 1.38
H 0.77 2.08 -0.96
H 1.30 2.23 0.53
H -0.30 0.28 1.32
H -2.52 -0.10 0.45
H -0.62 -0.47 -1.80
*
```

Calculated values
relative energy (zero: lowest compared OMol25 entry of this formula, charge and spin): 570.59 kJ/mol
LUMO level: 0.92 eV
HOMO energy: -0.3164 Eh
SMILES string: C1SC[C@H]2N[C@H]12

Formally, the Mulliken partial charges of the atoms, in units of the elementary charge, are as follows: C -0.602; S -0.148; C -0.686; C -0.127; N -0.619; C 0.237; H 0.342; H 0.174; H 0.346; H 0.382; H 0.196; H 0.269; H 0.238

---

(3)
Entry from the OMol25 dataset: C4H7NS as an isolated structure at a distorted geometry (wB97M-V/def2-TZVPD).

Geometry as ORCA input:
```
! wB97M-V def2-TZVPD RIJCOSX def2/J DEFGRID3
* xyz 0 1
C 1.42 -0.60 -1.50
C -0.04 -0.11 1.86
C 1.02 0.21 -0.48
C 0.19 -0.17 0.58
N -2.87 -0.91 0.30
S -1.76 -0.13 -0.77
H 1.96 -0.22 -2.38
H 1.33 -1.65 -1.42
H -1.03 -0.21 2.14
H 0.63 -0.12 2.68
H 1.40 1.27 -0.57
H -3.83 -0.64 0.05
H -2.69 -1.94 0.22
*
```

Calculated values
relative energy (zero: lowest compared OMol25 entry of this formula, charge and spin): 384.18 kJ/mol
LUMO level: 0.00 eV
HOMO energy: -0.2974 Eh

Formally, the Mulliken partial charges of the atoms, in units of the elementary charge, are as follows: C -0.536; C -0.691; C -0.229; C 0.115; N -0.550; S -0.050; H 0.252; H 0.262; H 0.358; H 0.303; H 0.244; H 0.271; H 0.251

---

(4)
Entry from the OMol25 dataset: an isolated molecule of C4H7NS at a distorted geometry (wB97M-V/def2-TZVPD).

Geometry as ORCA input:
```
! wB97M-V def2-TZVPD RIJCOSX def2/J DEFGRID3
* xyz 0 1
C -1.40 0.27 0.59
N -1.26 -1.24 0.57
C 0.08 -1.61 0.00
C 0.97 -0.33 0.15
S 0.79 1.05 -1.01
C 0.02 0.89 0.61
H -1.85 0.58 1.48
H -1.87 0.60 -0.33
H -1.26 -1.47 1.63
H 0.63 -2.38 0.58
H -0.03 -1.93 -1.06
H 2.06 -0.47 0.37
H 0.36 1.59 1.41
*
```

Calculated values
relative energy (zero: lowest compared OMol25 entry of this formula, charge and spin): 160.36 kJ/mol
LUMO level: 0.93 eV
HOMO energy: -0.3144 Eh
SMILES string: C1NC[C@H]2S[C@@H]12

Formally, the Mulliken partial charges of the atoms, in units of the elementary charge, are as follows: C -0.714; N -0.471; C -0.513; C -0.213; S -0.171; C -0.242; H 0.372; H 0.297; H 0.306; H 0.302; H 0.230; H 0.424; H 0.393

---

(5)
Entry from the OMol25 dataset: an isolated molecule of C4H7NS2 at a distorted geometry (wB97M-V/def2-TZVPD).

Geometry as ORCA input:
```
! wB97M-V def2-TZVPD RIJCOSX def2/J DEFGRID3
* xyz 0 1
C -2.80 -0.22 0.78
C -2.10 -0.31 -0.56
C -0.57 -0.20 -0.38
N 0.19 -1.21 -0.32
S 1.77 -0.95 0.11
C 1.70 0.83 0.42
S 0.12 1.40 -0.22
H -2.53 0.70 1.29
H -3.86 -0.40 0.70
H -2.39 -0.99 1.47
H -2.45 0.45 -1.27
H -2.20 -1.29 -1.03
H 1.77 1.03 1.50
H 2.60 1.22 -0.12
*
```

Calculated values
relative energy (zero: lowest compared OMol25 entry of this formula, charge and spin): 25.04 kJ/mol
LUMO level: 0.72 eV
HOMO energy: -0.2962 Eh
SMILES string: CCC1=NSCS1

Formally, the Mulliken partial charges of the atoms, in units of the elementary charge, are as follows: C -1.054; C -0.489; C 0.540; N -0.474; S -0.036; C -0.506; S -0.143; H 0.317; H 0.331; H 0.316; H 0.324; H 0.248; H 0.307; H 0.319

---

(6)
Entry from the OMol25 dataset: an isolated molecule of C4H7NS2 at a distorted geometry (wB97M-V/def2-TZVPD).

Geometry as ORCA input:
```
! wB97M-V def2-TZVPD RIJCOSX def2/J DEFGRID3
* xyz 0 1
S -0.62 -2.16 -2.27
C -0.71 -1.11 -1.01
S 0.48 -0.89 0.30
C -0.31 0.43 1.27
C -0.07 1.84 0.74
C 0.22 2.83 1.67
N 1.32 2.13 1.03
H -1.56 -0.52 -0.67
H -1.45 0.19 1.32
H 0.11 0.48 2.27
H -0.39 2.01 -0.23
H 0.00 2.81 2.75
H -0.06 3.79 1.17
H 1.54 1.12 1.73
*
```

Calculated values
relative energy (zero: lowest compared OMol25 entry of this formula, charge and spin): 321.00 kJ/mol
LUMO level: -0.44 eV
HOMO energy: -0.3280 Eh
SMILES string: S=CSC[C@H]1CN1

Formally, the Mulliken partial charges of the atoms, in units of the elementary charge, are as follows: S -0.199; C -0.147; S 0.062; C -1.176; C 0.072; C -0.254; N -0.552; H 0.225; H 0.331; H 0.472; H 0.421; H 0.234; H 0.248; H 0.262

---

(7)
Entry from the OMol25 dataset: an isolated molecule of C4H7NS2 at a distorted geometry (wB97M-V/def2-TZVPD).

Geometry as ORCA input:
```
! wB97M-V def2-TZVPD RIJCOSX def2/J DEFGRID3
* xyz 0 3
C -1.04 -0.51 0.07
C 0.67 -0.18 -1.62
C -0.71 0.43 1.11
C 0.48 0.76 1.64
N -0.39 -0.81 -0.96
S 1.75 -1.31 -2.58
S -2.12 1.51 1.61
H -1.92 -0.97 0.14
H 0.47 0.38 -2.55
H 1.28 0.47 -0.85
H 2.37 -2.04 -1.55
H 0.72 1.40 2.42
H 1.44 0.32 1.39
H -3.01 0.53 1.73
*
```

Calculated values
relative energy (zero: lowest compared OMol25 entry of this formula, charge and spin): 235.87 kJ/mol
LUMO level (alpha / beta): 0.70 / -3.35 eV
HOMO energy (alpha / beta): -0.2219 / -0.3116 Eh
⟨S²⟩: 2.01

Formally, the Mulliken partial charges of the atoms, in units of the elementary charge, are as follows: C -0.095; C -0.393; C 0.405; C -1.125; N -0.331; S -0.223; S -0.199; H 0.492; H 0.227; H 0.242; H 0.120; H 0.380; H 0.347; H 0.153

---

(8)
Entry from the OMol25 dataset: C4H7NS3 as an isolated structure at a distorted geometry (wB97M-V/def2-TZVPD).

Geometry as ORCA input:
```
! wB97M-V def2-TZVPD RIJCOSX def2/J DEFGRID3
* xyz 0 1
C -0.84 -0.61 1.49
C 0.49 1.09 -0.42
C 1.63 0.12 -0.78
C -0.42 0.80 -1.59
H -1.39 -1.53 3.41
H -1.98 0.44 2.97
H 0.97 2.06 -0.65
H 2.72 0.50 -0.56
H 1.80 -0.85 -0.38
H -1.08 1.60 -1.85
H -0.85 -0.16 -1.63
N -1.47 -0.53 2.74
S -0.35 -1.92 0.53
S -0.44 1.08 1.22
S 1.11 0.41 -2.54
*
```

Calculated values
relative energy (zero: lowest compared OMol25 entry of this formula, charge and spin): 243.06 kJ/mol
LUMO level: 0.16 eV
HOMO energy: -0.3086 Eh

Formally, the Mulliken partial charges of the atoms, in units of the elementary charge, are as follows: C 0.476; C -0.264; C -0.550; C -0.600; H 0.301; H 0.261; H 0.324; H 0.278; H 0.362; H 0.375; H 0.346; N -0.523; S -0.329; S -0.295; S -0.160

---

Listing M for the structures above in their given order: 101.17, 101.17, 101.17, 101.17, 133.24, 133.24, 133.24, 165.31 g mol⁻¹.